Computed, not measured: 12 unconnected molecules or ions with the total composition H24O12, with ωB97M-V with the def2-TZVPD basis set.

Summary:
Structure (SMILES): O.O.O.O.O.O.O.O.O.O.O.O
Calculated total energy: -24960.4175 eV
Kohn-Sham gap: 10.278 eV
Charge: 0
LUMO level: -0.290 eV
Energy relative to the best compared isomer or geometry (same formula, charge and spin): 1.277 eV

Cartesian coordinates (Å):
1 O -0.131 0.162 -4.493
2 H -0.333 -0.566 -5.093
3 H -0.572 -0.068 -3.664
4 O -0.254 -2.224 3.162
5 H -0.882 -1.698 2.611
6 H -0.634 -2.248 4.048
7 O -0.123 -3.450 -0.016
8 H -0.219 -2.468 0.015
9 H 0.777 -3.631 0.268
10 O 2.446 -1.556 2.653
11 H 1.460 -1.657 2.716
12 H 2.723 -2.122 1.922
13 O -0.024 -0.575 -0.474
14 H -0.958 -0.475 -0.773
15 H 0.038 -0.067 0.352
16 O 1.987 -1.980 -2.342
17 H 2.323 -1.310 -2.951
18 H 1.286 -1.521 -1.856
19 O -2.344 -0.305 -2.088
20 H -3.210 -0.075 -1.724
21 H -2.540 -0.932 -2.799
22 O -2.023 -0.294 1.886
23 H -1.768 0.409 2.505
24 H -2.595 0.144 1.247
25 O 1.676 2.773 -0.226
26 H 1.608 2.117 0.497
27 H 2.427 3.324 0.016
28 O -1.634 2.841 -2.053
29 H -1.167 2.176 -1.526
30 H -1.366 3.689 -1.682
31 O 2.326 1.154 2.048
32 H 2.476 0.213 2.314
33 H 2.892 1.670 2.632
34 O -1.115 2.535 1.170
35 H -0.541 3.173 0.725
36 H -2.013 2.838 0.972

---

Computed, not measured: 12 unconnected molecules or ions with the total composition H24O12 at a distorted geometry, with ωB97M-V with the def2-TZVPD basis set.

Summary:
Structure (SMILES): O.O.O.O.O.O.O.O.O.O.O.O
Calculated total energy: -24956.2505 eV
Kohn-Sham gap: 9.950 eV
Charge: 0
LUMO level: -0.435 eV
Energy relative to the best compared isomer or geometry (same formula, charge and spin): 5.444 eV

Cartesian coordinates (Å):
1 H -0.570 -0.803 -0.270
2 H 0.263 -0.189 0.843
3 H 2.423 -0.047 -2.301
4 H 3.579 0.923 -2.478
5 H -1.957 -1.548 -4.432
6 H -1.250 -2.173 -3.241
7 H 3.646 -1.815 -2.196
8 H 2.777 -2.638 -1.258
9 H 0.698 2.826 0.333
10 H -0.071 3.144 -0.939
11 H -1.521 -1.047 3.095
12 H -0.065 -1.395 3.356
13 H -0.950 1.317 3.319
14 H -1.391 2.361 2.305
15 H -2.600 -3.468 -1.409
16 H -3.053 -3.120 -0.001
17 H -4.857 -0.921 -0.362
18 H -3.860 -0.037 0.370
19 H 0.266 2.890 5.484
20 H 0.252 1.908 4.324
21 H 0.293 0.600 -2.269
22 H -1.164 0.180 -2.162
23 H 4.586 0.320 0.362
24 H 3.637 1.488 0.575
25 O 0.003 -0.053 -0.075
26 O 3.063 0.473 -1.801
27 O -2.099 -1.809 -3.515
28 O 2.944 -2.476 -2.193
29 O 0.237 3.543 -0.117
30 O -0.873 -1.749 2.969
31 O -0.795 2.230 3.051
32 O -2.308 -3.486 -0.491
33 O -4.060 -0.398 -0.501
34 O -0.233 2.655 4.694
35 O -0.336 -0.054 -2.595
36 O 4.569 1.280 0.445

---

Computed, not measured: 12 unconnected molecules or ions with the total composition H24O12 at a distorted geometry, with ωB97M-V with the def2-TZVPD basis set.

Summary:
Structure (SMILES): O.O.O.O.O.O.O.O.O.O.O.O
Calculated total energy: -24957.4895 eV
Kohn-Sham gap: 9.216 eV
Charge: 0
LUMO level: -0.437 eV
Energy relative to the best compared isomer or geometry (same formula, charge and spin): 4.205 eV

Cartesian coordinates (Å):
1 H -0.016 -0.393 -0.611
2 H 0.896 0.354 0.349
3 H -1.682 -0.372 -1.112
4 H -1.252 -0.159 -2.554
5 H 0.985 3.009 -3.759
6 H 0.853 3.914 -2.545
7 H -0.215 3.356 -0.082
8 H 1.073 2.757 0.457
9 H 0.811 -3.415 -0.468
10 H 0.329 -4.852 -0.581
11 H 3.028 -0.618 4.669
12 H 2.169 -0.804 3.429
13 H 2.005 0.613 -1.669
14 H 3.012 -0.235 -2.429
15 H -0.843 2.329 1.931
16 H -1.946 1.348 1.571
17 H 0.732 1.323 3.407
18 H 0.543 0.579 2.095
19 H -0.567 -3.125 -2.255
20 H -1.575 -2.221 -2.947
21 H -4.250 1.301 -1.731
22 H -3.780 1.069 -3.158
23 H -0.849 -2.390 4.565
24 H -0.443 -1.924 3.176
25 O 0.904 -0.136 -0.481
26 O -1.241 -0.813 -1.846
27 O 1.345 3.155 -2.877
28 O 0.260 3.191 0.740
29 O 0.221 -3.981 -0.979
30 O 2.114 -0.742 4.389
31 O 2.077 -0.190 -2.197
32 O -1.263 1.515 2.230
33 O 1.202 0.771 2.772
34 O -1.000 -2.979 -3.104
35 O -3.456 1.290 -2.277
36 O -0.181 -2.524 3.883

---

Computed, not measured: 12 unconnected molecules or ions with the total composition H24O12 at a distorted geometry, with ωB97M-V with the def2-TZVPD basis set.

Summary:
Structure (SMILES): O.O.O.O.O.O.O.O.O.O.O.O
Calculated total energy: -24960.9065 eV
Kohn-Sham gap: 9.247 eV
Charge: 0
LUMO level: -0.206 eV
Energy relative to the best compared isomer or geometry (same formula, charge and spin): 0.788 eV

Cartesian coordinates (Å):
1 O -0.856 2.057 3.214
2 H -1.471 1.399 2.890
3 H -1.185 2.885 2.863
4 O -2.829 -0.062 -0.891
5 H -2.058 0.267 -1.353
6 H -3.570 0.344 -1.341
7 O 1.639 0.319 3.370
8 H 0.814 0.719 3.095
9 H 2.104 0.142 2.552
10 O -0.182 0.177 0.589
11 H 0.510 0.718 0.208
12 H -0.458 -0.398 -0.125
13 O -3.303 -2.073 0.811
14 H -3.220 -1.471 0.071
15 H -3.852 -2.784 0.481
16 O 2.899 -0.236 1.115
17 H 3.805 -0.295 0.812
18 H 2.445 -0.942 0.655
19 O 2.113 2.113 -0.294
20 H 2.525 1.486 0.300
21 H 2.152 2.947 0.174
22 O -2.207 -0.091 2.373
23 H -2.727 -0.762 1.931
24 H -1.525 0.139 1.743
25 O -0.635 -1.899 -1.652
26 H -1.547 -2.189 -1.657
27 H -0.531 -1.416 -2.471
28 O -0.636 0.516 -2.899
29 H -0.841 0.703 -3.815
30 H 0.284 0.764 -2.803
31 O 2.230 1.117 -2.962
32 H 2.243 1.408 -2.050
33 H 3.008 1.514 -3.352
34 O 1.868 -2.396 -0.226
35 H 1.998 -1.942 -1.059
36 H 0.994 -2.780 -0.296

---

Computed, not measured: a molecular structure, H24O12 at a distorted geometry, with ωB97M-V with the def2-TZVPD basis set.

Summary:
Calculated total energy: -24953.8211 eV
Kohn-Sham gap: 6.549 eV
Charge: 0
LUMO level: -0.601 eV
Energy relative to the best compared isomer or geometry (same formula, charge and spin): 7.873 eV

Cartesian coordinates (Å):
1 H 0.363 0.367 -0.531
2 H -1.004 0.308 0.131
3 H 0.483 -2.985 1.896
4 H -0.116 -4.299 1.422
5 H -0.158 -3.486 -0.089
6 H 1.100 -2.890 -0.698
7 H 0.400 -0.942 2.206
8 H -1.104 -0.962 1.984
9 H 4.470 -1.665 -2.171
10 H 3.028 -1.436 -1.750
11 H -0.510 0.708 -3.009
12 H 0.569 1.777 -3.052
13 H -4.564 -0.180 -0.448
14 H -5.825 -0.891 -0.910
15 H 2.882 3.099 -0.295
16 H 2.689 3.074 -1.803
17 H 0.089 1.846 4.250
18 H 0.287 3.221 3.634
19 H -0.789 4.105 0.152
20 H -2.019 3.305 0.546
21 H -3.692 -2.038 -2.702
22 H -2.530 -1.302 -2.055
23 H 3.217 0.447 0.414
24 H 1.732 0.755 0.313
25 O -0.062 0.263 0.328
26 O 0.724 -3.886 1.652
27 O 0.784 -3.369 0.076
28 O -0.415 -1.321 2.555
29 O 3.927 -1.136 -1.576
30 O 0.314 0.972 -2.586
31 O -5.433 -0.014 -0.830
32 O 3.372 3.054 -1.123
33 O -0.263 2.432 3.571
34 O -1.730 4.200 0.336
35 O -3.493 -1.314 -2.098
36 O 2.399 0.126 0.016

---

Computed, not measured: a molecular structure, H24O12 at a distorted geometry, with ωB97M-V with the def2-TZVPD basis set.

Summary:
Calculated total energy: -24934.5232 eV
Kohn-Sham gap: 9.018 eV
Charge: 0
LUMO level: 0.234 eV
Energy relative to the best compared isomer or geometry (same formula, charge and spin): 27.171 eV

Cartesian coordinates (Å):
1 O -0.092 -2.448 -0.862
2 H -0.366 -1.940 -0.099
3 H 0.034 -3.336 -0.527
4 O -0.947 -0.135 -2.045
5 H -1.388 0.287 -2.782
6 H -0.855 -1.050 -2.311
7 O 0.242 1.496 -1.465
8 H -0.389 0.889 -1.853
9 H -0.217 1.872 -0.714
10 O -0.866 -2.182 0.859
11 H -1.306 -2.661 1.561
12 H -0.893 -1.267 1.139
13 O 0.913 0.811 1.782
14 H 1.280 0.138 2.355
15 H 1.445 0.766 0.988
16 O -0.556 0.015 0.108
17 H 0.084 -0.448 -0.431
18 H -0.123 0.836 0.344
19 O 1.499 0.912 -0.154
20 H 0.880 1.294 -0.776
21 H 1.927 0.209 -0.643
22 O 1.249 -0.187 -2.567
23 H 1.626 0.678 -2.403
24 H 0.399 -0.165 -2.128
25 O -0.503 -0.518 2.268
26 H -0.040 0.292 2.051
27 H -0.429 -0.589 3.220
28 O 1.481 -0.977 -0.080
29 H 2.298 -1.006 0.416
30 H 0.900 -1.585 0.378
31 O -2.048 0.689 1.654
32 H -1.399 0.000 1.511
33 H -2.261 1.003 0.776
34 O -0.763 2.494 -0.001
35 H -0.605 2.710 0.918
36 H -0.210 3.105 -0.489

---

The highest energy relative to the best compared isomer or geometry (same formula, charge and spin) belongs to which entry?
number 6

---

The lowest energy relative to the best compared isomer or geometry (same formula, charge and spin) belongs to which entry?
number 4

---

Please write out number 3 again, unchanged.
Computed, not measured: 12 unconnected molecules or ions with the total composition H24O12 at a distorted geometry, with ωB97M-V with the def2-TZVPD basis set.

Summary:
Structure (SMILES): O.O.O.O.O.O.O.O.O.O.O.O
Calculated total energy: -24957.4895 eV
Kohn-Sham gap: 9.216 eV
Charge: 0
LUMO level: -0.437 eV
Energy relative to the best compared isomer or geometry (same formula, charge and spin): 4.205 eV

Cartesian coordinates (Å):
1 H -0.016 -0.393 -0.611
2 H 0.896 0.354 0.349
3 H -1.682 -0.372 -1.112
4 H -1.252 -0.159 -2.554
5 H 0.985 3.009 -3.759
6 H 0.853 3.914 -2.545
7 H -0.215 3.356 -0.082
8 H 1.073 2.757 0.457
9 H 0.811 -3.415 -0.468
10 H 0.329 -4.852 -0.581
11 H 3.028 -0.618 4.669
12 H 2.169 -0.804 3.429
13 H 2.005 0.613 -1.669
14 H 3.012 -0.235 -2.429
15 H -0.843 2.329 1.931
16 H -1.946 1.348 1.571
17 H 0.732 1.323 3.407
18 H 0.543 0.579 2.095
19 H -0.567 -3.125 -2.255
20 H -1.575 -2.221 -2.947
21 H -4.250 1.301 -1.731
22 H -3.780 1.069 -3.158
23 H -0.849 -2.390 4.565
24 H -0.443 -1.924 3.176
25 O 0.904 -0.136 -0.481
26 O -1.241 -0.813 -1.846
27 O 1.345 3.155 -2.877
28 O 0.260 3.191 0.740
29 O 0.221 -3.981 -0.979
30 O 2.114 -0.742 4.389
31 O 2.077 -0.190 -2.197
32 O -1.263 1.515 2.230
33 O 1.202 0.771 2.772
34 O -1.000 -2.979 -3.104
35 O -3.456 1.290 -2.277
36 O -0.181 -2.524 3.883